{"formula": "C5H6O", "method": "the ωB97M-V functional and the def2-TZVPD basis", "homo_ev": -8.186, "relative_energy_kcal_mol": 125.1, "species": ["O", "C", "C", "C", "C", "C", "H", "H", "H", "H", "H", "H"], "xyz": [[1.18060, -2.32673, -0.34639], [1.67321, -1.34617, 0.15681], [0.90651, -0.08322, 0.46327], [-0.53348, -0.14199, 0.01362], [-1.30008, 0.99789, -0.09229], [-1.58546, 2.23240, -0.32004], [2.74689, -1.33091, 0.43871], [1.44474, 0.77712, 0.04512], [0.95050, 0.06809, 1.55853], [-1.32319, 0.46289, -1.16342], [-0.94579, -1.13240, -0.15717], [-1.98589, 2.85426, 0.46847]], "atomic_forces_ev_per_a": [[0.26, 0.39, 0.21], [-0.13, -0.31, -0.15], [-0.07, 0.01, -0.12], [-0.12, 0.02, -0.08], [0.01, 0.43, 0.05], [0.08, -0.08, 0.40], [-0.12, -0.02, -0.03], [-0.11, -0.13, -0.02], [-0.07, -0.03, -0.22], [0.55, -0.75, -0.10], [-0.08, 0.23, 0.04], [-0.22, 0.23, 0.03]]}